DFT (the ωB97M-V functional and the def2-TZVPD basis) results for an isolated ion of composition C6H5FN and charge +1 in a non-equilibrium geometry.

Each line ends with the Löwdin charge.
Cartesian coordinates (Å):
C (0.5953, 0.5850, -0.1566)  -0.01
C (-2.5686, 0.3655, 0.2903)  -0.01
C (-1.5872, 1.5175, -0.1020)  0.00
C (1.6237, -0.0739, -0.1141)  0.06
C (-2.3710, -0.8711, 0.1546)  0.01
C (2.7707, -0.9068, -0.0471)  -0.04
N (-0.3718, 1.4180, -0.2303)  0.16
F (-1.7500, -1.9165, -0.1826)  0.22
H (-3.4637, 0.8025, 0.7035)  0.13
H (-2.1002, 2.4559, -0.2218)  0.15
H (2.8721, -1.3371, 0.9506)  0.11
H (3.6649, -0.3228, -0.2690)  0.11
H (2.6859, -1.7163, -0.7754)  0.11

Properties
- net charge = +1
- E_HOMO (alpha / beta) (eV) = -13.204 / -14.558
- calculated total energy (eV) = -10496.3698